DFT (ωB97M-V/def2-TZVPD) results for a 13-piece molecular cluster, C49H136N12O13 overall at a distorted geometry.

Values from the calculation:
M: 1101.70 g/mol
E: -3583.03566 a.u.
Frontier orbital gap (alpha / beta): 9.111 / 3.256 eV
LUMO level (alpha / beta): -1.5 / -7.3 eV

ORCA input file:
```
! RIJCOSX wB97M-V def2-TZVPD def2/J DEFGRID3
* xyz 1 2
C -17.820 0.688 8.592
O -16.489 1.102 8.709
H -18.077 0.973 7.572
H -18.012 -0.382 8.678
H -18.542 1.162 9.257
H -15.962 0.535 8.142
C -17.604 0.204 -4.775
C -16.074 0.199 -4.496
C -15.522 -0.374 -3.145
O -16.251 0.200 -2.092
C -15.979 -0.416 -0.885
N -15.324 -0.343 -5.644
H -18.090 0.704 -3.937
H -18.047 -0.792 -4.802
H -17.806 0.746 -5.698
H -15.870 1.270 -4.494
H -14.503 -0.033 -2.965
H -15.676 -1.451 -3.219
H -14.931 -0.439 -0.586
H -16.334 -1.442 -0.794
H -16.443 0.176 -0.096
H -15.302 0.048 -6.575
H -14.337 -0.295 -5.435
C -18.953 -1.188 2.879
C -17.938 -1.521 3.986
C -16.474 -1.551 3.469
O -16.273 -2.812 2.801
C -14.903 -3.211 2.762
N -18.102 -0.546 5.029
H -19.997 -1.292 3.173
H -18.998 -1.729 1.933
H -18.839 -0.164 2.525
H -18.272 -2.463 4.420
H -15.792 -1.550 4.320
H -16.206 -0.677 2.875
H -14.844 -4.118 2.159
H -14.593 -3.370 3.794
H -14.279 -2.449 2.296
H -18.874 -0.858 5.601
H -18.500 0.315 4.682
C -20.762 1.914 5.083
C -21.671 0.740 4.771
C -21.720 -0.297 5.909
O -20.431 -0.872 6.084
C -20.270 -1.782 7.209
N -22.996 1.156 4.417
H -20.651 2.416 4.122
H -19.830 1.573 5.534
H -21.234 2.579 5.806
H -21.291 0.213 3.896
H -22.503 -1.008 5.646
H -22.167 0.027 6.848
H -21.062 -2.516 7.355
H -19.987 -1.398 8.189
H -19.363 -2.294 6.886
H -22.827 1.707 3.588
H -23.582 0.367 4.186
C -13.244 2.587 8.152
C -12.046 2.028 7.310
C -12.448 2.071 5.785
O -13.561 1.253 5.503
C -14.038 1.412 4.182
N -10.766 2.566 7.661
H -14.176 2.057 7.952
H -13.512 3.549 7.716
H -13.077 2.759 9.215
H -12.063 0.979 7.607
H -11.618 1.890 5.102
H -12.637 3.127 5.592
H -13.345 0.897 3.517
H -14.128 2.438 3.826
H -14.995 0.897 4.092
H -10.846 3.545 7.427
H -10.219 2.375 6.834
C -18.187 4.600 -2.748
C -17.157 3.481 -2.893
C -15.626 3.887 -2.766
O -15.276 4.896 -3.732
C -13.895 4.889 -4.086
N -17.522 2.581 -1.873
H -17.834 5.456 -3.323
H -18.289 5.022 -1.749
H -19.179 4.263 -3.048
H -17.298 2.988 -3.855
H -15.001 3.004 -2.896
H -15.338 4.298 -1.799
H -13.518 4.010 -4.608
H -13.244 4.853 -3.212
H -13.829 5.769 -4.726
H -16.923 1.781 -2.018
H -18.453 2.196 -1.946
C -15.859 2.727 1.292
C -17.351 2.938 1.695
C -17.527 3.424 3.157
O -17.111 2.576 4.169
C -16.732 3.189 5.442
N -18.141 3.838 0.818
H -15.819 2.596 0.210
H -15.386 1.840 1.713
H -15.318 3.596 1.666
H -17.861 1.975 1.688
H -18.529 3.839 3.263
H -16.844 4.267 3.265
H -17.590 3.511 6.032
H -16.072 4.044 5.293
H -16.244 2.466 6.096
H -17.866 3.619 -0.129
H -17.859 4.807 0.872
C -13.305 5.737 4.042
C -11.996 6.449 3.752
C -12.074 7.287 2.483
O -12.496 6.483 1.389
C -12.464 7.192 0.152
N -11.695 7.372 4.910
H -13.320 5.247 5.015
H -13.263 5.004 3.236
H -14.155 6.410 3.926
H -11.151 5.781 3.585
H -11.113 7.786 2.360
H -12.787 8.086 2.685
H -12.767 6.585 -0.701
H -11.423 7.442 -0.050
H -12.995 8.144 0.146
H -11.054 8.133 4.736
H -12.543 7.915 4.993
C -21.255 1.524 0.978
C -21.814 2.878 0.692
C -21.798 3.871 1.837
O -22.843 3.530 2.756
C -23.013 4.435 3.828
N -20.950 3.419 -0.388
H -21.387 0.914 0.085
H -21.826 0.986 1.735
H -20.197 1.574 1.233
H -22.803 2.756 0.250
H -22.053 4.859 1.452
H -20.888 3.944 2.431
H -23.890 4.146 4.408
H -23.256 5.421 3.431
H -22.219 4.376 4.572
H -21.147 4.370 -0.663
H -20.027 3.419 0.023
C -15.140 6.913 8.257
C -16.199 7.063 7.077
C -17.524 6.395 7.425
O -18.222 6.237 6.242
C -19.499 5.699 6.490
N -16.411 8.435 6.774
H -15.486 7.508 9.102
H -14.142 7.242 7.965
H -15.094 5.857 8.523
H -15.801 6.599 6.174
H -18.104 6.987 8.133
H -17.395 5.401 7.852
H -20.084 6.278 7.204
H -19.532 4.651 6.787
H -20.067 5.681 5.560
H -15.473 8.768 6.601
H -16.933 8.584 5.922
C -13.462 -1.964 7.462
C -14.916 -1.957 7.035
C -15.950 -2.615 7.918
O -15.460 -3.836 8.416
C -16.440 -4.829 8.782
N -15.361 -0.610 6.861
H -12.811 -1.499 6.721
H -13.074 -2.979 7.549
H -13.348 -1.449 8.416
H -14.984 -2.404 6.044
H -16.903 -2.763 7.410
H -16.119 -2.030 8.822
H -17.097 -4.460 9.570
H -15.934 -5.644 9.300
H -17.090 -5.177 7.980
H -16.186 -0.629 6.279
H -14.728 -0.009 6.352
C -12.693 1.977 -0.847
C -11.675 1.136 -1.644
C -10.549 1.955 -2.280
O -11.071 2.670 -3.411
C -10.151 3.482 -4.077
N -11.168 0.110 -0.766
H -12.237 2.713 -0.185
H -13.424 1.382 -0.300
H -13.182 2.695 -1.505
H -12.289 0.587 -2.358
H -9.877 1.177 -2.643
H -9.957 2.600 -1.630
H -9.289 2.912 -4.424
H -9.744 4.241 -3.409
H -10.633 3.960 -4.929
H -10.626 -0.477 -1.384
H -11.876 -0.542 -0.459
C -19.809 7.708 1.633
C -18.810 7.013 2.546
C -17.309 7.004 2.176
O -17.054 6.372 0.883
C -15.622 6.460 0.547
N -18.973 7.633 3.901
H -20.829 7.734 2.017
H -19.904 7.242 0.653
H -19.499 8.742 1.484
H -19.077 5.963 2.427
H -16.663 6.609 2.960
H -16.982 8.039 2.073
H -15.399 6.005 -0.418
H -15.049 5.855 1.250
H -15.150 7.440 0.482
H -18.595 6.991 4.582
H -19.955 7.645 4.137
*
```